No. 1
The following is a quantum chemistry calculation of a structure of composition C36H36Br2Cl5N7O4V, from OMol25.

Last column: Löwdin charge in e.
Atoms and positions in Å:
H1 0.56528 4.80035 1.73825  0.11
C1 -6.06225 -3.18547 0.63145  -0.02
Cl1 1.91315 -5.14182 -0.17023  0.68
H2 1.84636 2.04096 5.34351  0.10
C2 -4.09089 -0.96806 5.00332  -0.19
C3 0.37649 3.33067 -1.30291  -0.07
H3 -1.78111 -1.31491 7.27237  0.13
O1 2.18479 -0.35298 1.42719  -0.25
C4 -2.17707 -0.92349 6.33658  -0.18
C5 4.44658 -3.08101 2.13573  -0.70
C6 2.15291 2.37240 4.35808  -0.10
N1 -3.01625 2.27871 -1.35472  0.18
C7 2.69836 -1.51974 1.42171  -0.51
C8 -4.43282 -1.05645 -2.57707  -0.01
H4 -6.25110 -1.36362 -5.41974  0.10
C9 0.59717 3.42274 0.08036  -0.31
C10 3.89657 -1.81331 2.13597  -0.61
O2 -2.00885 -1.88393 -1.09921  -0.01
C11 1.69879 2.55668 1.98912  -0.32
Cl2 0.67405 -2.26731 -0.17038  0.78
C12 3.84892 -4.13029 1.42716  -0.73
H5 -2.24434 0.16960 6.41149  0.13
H6 -1.11412 -2.39114 5.16734  0.14
H7 2.63741 -0.64463 -3.67154  0.00
H8 -6.81970 -3.52042 -4.35005  0.10
Cl3 4.61229 -0.50975 3.00165  0.72
H9 -2.74245 2.07046 -2.30217  0.11
H10 4.70591 3.91826 2.77753  0.10
H11 -6.71813 -2.83957 -0.16491  0.09
C13 0.01294 5.78235 -0.07378  -0.10
C14 3.75143 3.42722 2.92368  -0.09
C15 1.32484 2.14618 3.26864  -0.04
C16 -6.15164 -2.82714 -3.85545  -0.08
C17 -4.75440 -2.27531 -1.98603  -0.19
H12 -2.60578 3.33491 0.88257  0.11
O3 -1.26641 1.00787 -0.72692  -0.11
C18 -0.02681 4.43327 -2.04240  -0.10
C19 -4.96545 -0.74481 -3.81611  -0.08
C20 -5.61005 -3.16535 -2.62422  -0.03
H13 -3.76540 -0.38479 -2.05992  0.10
H14 2.31645 1.10398 -3.86628  0.00
H15 3.24126 3.50938 0.84331  0.12
C21 -3.79928 -4.05271 0.90680  -0.28
H16 -0.51218 6.52858 -2.02392  0.09
H17 -5.92772 -2.37918 1.36079  0.09
H18 -3.31279 -2.44910 3.63923  0.12
C22 -1.27245 -1.30718 5.17834  -0.10
N2 -4.19484 -2.58100 -0.72167  0.04
C23 -2.61248 -3.48585 0.62239  0.06
Cl4 5.89471 -3.38157 3.02259  0.67
H19 -6.52798 -4.04590 1.10660  0.09
Br1 0.19957 -0.16224 -3.53219  0.64
Cl5 4.53820 -5.71101 1.44532  0.65
H20 -4.70770 0.19675 -4.28493  0.10
H21 -3.72022 -0.90207 2.86580  0.13
H22 -3.24393 -5.42132 2.43207  0.09
N3 -0.57945 -0.21278 1.97465  0.13
H23 -4.75260 -5.83569 1.60656  0.09
H24 -1.65352 -3.71808 1.05535  0.10
H25 0.50183 2.37652 -1.79440  0.04
H26 -5.83366 -4.11862 -2.16452  0.11
Br2 2.55986 0.49659 -1.45249  0.80
H27 -5.09529 -1.38883 4.96560  0.13
O4 -3.47217 -1.47377 6.17084  -0.12
N4 -1.92529 -0.90012 3.93027  -0.08
H28 4.01569 3.19576 5.04384  0.10
C24 2.13297 -2.60571 0.71567  -0.55
H29 -0.30609 -0.81002 5.24701  0.14
C25 2.07080 0.20554 -3.31528  -0.98
H30 -1.29990 2.34581 1.32273  0.07
C26 -4.14905 -5.01222 1.98920  -0.02
N5 -4.79110 -3.59691 0.04599  -0.09
C27 2.68368 -3.87650 0.71408  -0.71
C28 -2.09115 1.87543 -0.42751  -0.63
N6 0.87191 2.29149 0.86894  -0.10
H31 -4.16869 0.12532 5.06478  0.13
C29 2.93159 3.19778 1.83364  -0.03
C30 3.36906 3.01713 4.19440  -0.12
N7 -2.18376 2.42092 0.82149  0.19
H32 -3.45630 3.17486 -1.22819  0.10
C31 -0.21257 5.66791 -1.44000  -0.12
C32 0.40421 4.68722 0.67420  -0.04
H33 -0.18330 4.32094 -3.10933  0.10
H34 -0.12579 6.73722 0.41964  0.10
V1 0.50176 0.34643 0.41488  0.51
H35 -4.71968 -4.51622 2.77799  0.08
H36 0.37940 1.63806 3.39833  0.08
C33 -1.21336 -0.53986 2.88810  -0.18
C34 -3.30536 -1.35984 3.76327  -0.11
C35 -2.80784 -2.55392 -0.47529  -0.41
C36 -5.83047 -1.62121 -4.45677  -0.09

For the energy, the calculation gives -284922.5979 eV. The charge is 0. The orbital gap (spin up / spin down) comes out at 6.446 / 5.844 eV. Its spin multiplicity is 2.

=====

No. 2
The following is a quantum chemistry calculation of a structure of composition C28H30N3O2PSV in a non-equilibrium geometry, from OMol25.

Last column: Löwdin charge in e.
Atoms and positions in Å:
C1 0.77866 3.35483 1.49719  -0.09
H1 5.03444 -2.20270 2.68461  0.16
H2 0.88683 -1.64346 1.72739  0.12
C2 0.90513 4.51869 2.23244  -0.04
N1 6.65080 -0.39060 -0.17393  0.21
H3 -2.36898 -1.76177 4.10284  0.13
C3 -3.73510 -1.41651 1.01761  -0.05
H4 -0.79257 -0.10526 3.16421  0.12
O1 -0.05006 -1.60095 -1.11802  -0.63
H5 -1.10115 -4.82295 -3.82807  0.13
H6 -3.05233 -4.25430 -2.42275  0.14
V1 0.91584 -0.17667 -0.67506  0.86
H7 -1.87035 4.24888 4.16211  0.13
S1 0.28906 -3.06893 -1.60955  1.14
C4 -3.55656 -1.87117 2.31904  -0.03
P1 -0.60133 1.14995 0.57223  1.07
H8 -3.13702 2.54413 -0.03693  0.13
C5 -1.61169 -0.48099 2.56067  -0.10
H9 -4.01126 3.52647 -2.13334  0.13
C6 -2.27499 3.00636 -3.28259  -0.01
C7 -1.80167 -0.00632 1.25786  -0.37
H10 -2.99417 -0.12170 -0.52966  0.11
C8 -0.30981 2.50887 1.72081  -0.35
H11 -1.02808 -4.98813 -1.17510  0.12
H12 1.15737 1.13431 -2.97847  0.13
H13 0.04036 5.75888 3.75370  0.13
C9 -1.12886 3.99679 3.41610  -0.03
H14 1.74812 5.17600 2.06751  0.12
C10 4.58289 -0.85399 1.07403  -0.07
C11 -1.29032 1.91184 -0.92939  -0.29
H15 0.83593 -3.40275 -3.92829  0.11
H16 7.61559 -0.09108 -0.19689  0.14
O2 6.46740 0.08191 2.04384  0.14
N2 0.84776 1.35363 -2.03182  0.00
H17 -4.25450 -2.58523 2.73621  0.13
H18 -0.40817 2.43080 -4.17515  0.13
H19 6.29274 -0.86144 -0.98514  0.12
C12 -2.49527 -1.40961 3.08766  -0.04
H20 -0.12191 -1.92895 -3.63431  0.10
H21 -1.82015 -3.39674 -4.55849  0.14
C13 -0.51880 1.89834 -2.09489  -0.29
C14 -1.01086 2.43410 -3.27308  0.00
H22 -4.57708 -1.76859 0.43573  0.12
C15 -1.26776 -3.92481 -1.24314  -0.27
H23 -2.11101 2.17585 2.86800  0.11
C16 6.01603 -0.34478 1.01001  -0.51
C17 1.94423 -1.46857 1.55194  -0.08
H24 -1.61235 -3.56239 -0.27345  0.10
C18 -1.26559 2.82474 2.68760  -0.07
H25 -2.65761 3.43134 -4.20083  0.13
C19 -0.02958 -2.99259 -3.40936  -0.26
C20 -0.05301 4.84283 3.18622  -0.02
C21 3.55625 -0.29719 0.34049  -0.03
H26 -2.53816 -2.56766 -2.32907  0.12
C22 -2.54816 2.51007 -0.94563  -0.04
C23 -2.85410 -0.49194 0.47858  -0.09
C24 -3.03639 3.05804 -2.12143  -0.01
H27 2.64010 -2.80788 3.06397  0.14
H28 1.47738 2.09566 -1.71188  0.13
H29 3.76173 0.42784 -0.44251  0.14
N3 2.25943 -0.59093 0.57700  -0.12
C25 2.91801 -2.09990 2.29565  0.03
C26 -1.32375 -3.76811 -3.66310  -0.19
C27 4.25041 -1.77064 2.07439  0.09
H30 1.53142 3.09482 0.75831  0.09
C28 -2.18340 -3.59780 -2.41462  -0.21

For the energy, the calculation gives -83875.5843 eV. The charge is +3. The orbital gap (spin up / spin down) comes out at 6.968 / 7.364 eV. Its spin multiplicity is 3.

=====

No. 3
The following is a quantum chemistry calculation of a structure of composition C21H36F6LiO18P in a non-equilibrium geometry, from OMol25.

Last column: Löwdin charge in e.
Atoms and positions in Å:
F1 -0.56639 -0.77310 1.03093  -0.13
O1 -3.81506 -1.52173 -5.11419  0.04
H1 -2.86315 2.89075 1.81067  0.08
H2 -1.76150 2.76521 -1.04224  0.11
H3 6.62741 4.02085 0.29970  0.10
C1 4.07541 3.16743 0.02863  -0.59
C2 4.18921 1.23217 1.40864  -0.20
H4 -0.89528 -3.66267 1.68688  0.13
C3 -3.82196 0.54592 -6.55912  -0.07
O2 4.69985 2.47184 0.96033  0.04
H5 1.98017 -5.36372 -2.42132  0.13
H6 0.27616 0.57248 3.11258  0.09
H7 -1.28368 2.07583 1.39818  0.06
C4 5.32310 0.30805 1.87211  -0.03
O3 0.60923 -6.00350 -1.09560  0.06
H8 4.97292 -0.36275 2.65257  0.08
H9 -0.87052 -2.98955 3.31868  0.11
H10 -2.79890 0.39376 -6.93306  0.08
H11 -2.71580 -2.61681 -1.20096  0.08
O4 0.43130 3.85808 -1.01758  0.04
F2 -0.32571 0.82904 -0.57314  -0.20
C5 -3.87195 -1.12250 -3.84469  -0.60
H12 6.20062 0.87646 2.17797  0.08
C6 1.47183 6.27292 -0.47061  -0.02
H13 -5.51489 -0.57198 -5.86333  0.13
P1 0.60526 -0.40848 -0.02313  0.20
O5 3.11605 2.82672 -0.61513  0.07
C7 1.61082 0.73031 4.96024  -0.09
H14 1.42893 1.25620 5.89438  0.13
H15 -4.31292 -1.88382 -1.25460  0.10
H16 2.21607 5.75617 0.12970  0.09
O6 0.33133 -1.12028 4.33943  0.05
H17 -0.48947 0.63967 4.73408  0.13
C8 -2.27482 2.37004 1.05860  -0.05
O7 -2.07196 -4.68954 3.04766  0.09
H18 3.48466 1.34967 2.23446  0.11
C9 -2.69510 -2.53495 2.37605  -0.11
C10 1.41545 -1.54187 4.97161  -0.60
Li1 1.31181 2.08019 -1.46520  0.75
H19 0.09910 -4.88350 -3.67269  0.13
H20 -2.79795 -1.87629 3.24067  0.13
O8 -4.18016 -5.52664 3.05879  0.15
H21 1.56507 7.34583 -0.30095  0.10
H22 2.32624 1.32382 4.39156  0.11
C11 -3.32357 -1.86593 -1.70389  -0.05
C12 -2.16767 3.26697 -0.16643  -0.18
O9 1.63241 -2.67957 5.26784  0.16
F3 1.50573 -1.67980 0.25754  -0.10
H23 5.70656 4.71228 1.58561  0.10
H24 -4.26673 0.85029 -7.50844  0.08
H25 -4.56198 -1.43677 -6.95156  0.12
H26 -2.62915 -1.95299 1.46185  0.10
H27 5.64277 -0.31888 1.03801  0.08
C13 -0.21585 4.63411 -0.34720  -0.59
C14 -4.46207 -0.75526 -6.10316  -0.23
F4 -0.16188 -1.31112 -1.13855  -0.15
H28 1.54848 6.19785 -1.55626  0.11
H29 1.58044 -4.17614 -1.11327  0.12
H30 -3.13887 3.69952 -0.41260  0.13
C15 0.37421 0.30479 4.15539  -0.08
C16 5.82426 4.73039 0.50026  -0.02
O10 0.17528 5.86319 -0.05529  0.02
O11 -3.26221 -2.03967 -3.11021  0.02
O12 -4.36457 -0.09508 -3.45180  0.13
O13 -3.77800 -3.46242 2.38438  0.06
C17 1.19367 -4.92248 -1.80880  -0.11
C18 0.03192 -4.43121 -2.68589  -0.08
C19 -0.73337 -5.87840 -1.10613  -0.59
H31 -3.73909 1.31355 -5.79616  0.07
O14 4.65828 4.32269 -0.20852  0.02
C20 -3.39256 -4.65565 2.83281  -0.59
H32 -2.79281 -0.94691 -1.44425  0.08
C21 -1.49869 -3.47769 2.57426  -0.11
H33 3.63677 0.74392 0.60683  0.10
F5 1.31709 0.47953 1.11392  -0.14
H34 -2.79111 1.44787 0.78447  0.08
O15 -1.39602 4.43064 0.19580  0.06
H35 -0.02412 -3.34688 -2.68251  0.11
O16 2.27016 -0.52780 5.19866  0.06
O17 -1.12893 -4.97640 -2.00814  0.06
H36 6.07238 5.74340 0.20781  0.10
O18 -1.49122 -6.52892 -0.44764  0.16
F6 1.70929 0.21925 -1.08625  -0.22

For the energy, the calculation gives -85023.4127 eV. The charge is 0. The orbital gap comes out at 9.773 eV. Its spin multiplicity is 1.

=====

No. 4
The following is a quantum chemistry calculation of the ion C9H16F2N4 with charge +2 in a non-equilibrium geometry, from OMol25.

Last column: Löwdin charge in e.
Atoms and positions in Å:
H1 1.45065 -1.84042 -0.41675  0.20
N1 -0.97093 -0.82998 -2.36484  0.27
H2 0.77889 1.50017 1.00486  0.12
F1 -2.23068 0.08680 -4.03126  0.23
C1 0.64870 0.83567 3.03413  -0.18
C2 0.78441 -0.23272 -1.38837  -0.35
H3 -1.28541 -1.17414 3.12964  0.13
H4 0.78101 -1.49333 1.65836  0.17
C3 1.24618 0.12343 -3.73357  0.07
H5 -1.50958 -1.45225 0.70948  0.12
H6 2.52030 -0.72087 -2.41531  0.21
C4 0.47078 -0.65048 1.03485  -0.26
C5 -1.06234 -0.52946 1.08386  -0.15
C6 1.10130 0.64164 1.59185  -0.14
N2 -0.00633 0.33203 -4.11206  0.23
C7 -1.51869 -0.29674 2.52062  -0.18
C8 -1.10243 -0.17236 -3.43035  -0.37
H7 -1.16484 1.03321 4.18239  0.13
H8 -1.21588 1.83851 2.62743  0.12
N3 0.97066 -0.95030 -0.31250  0.21
H9 2.04368 0.33114 -4.43783  0.20
H10 -1.38695 0.30544 0.46304  0.11
H11 1.10082 1.74949 3.42640  0.13
H12 -1.80417 -1.20262 -1.92297  0.15
C9 -0.86610 0.93600 3.13776  -0.18
H13 1.00265 0.01281 3.65874  0.13
F2 0.26200 0.97580 -1.24192  0.19
N4 1.57686 -0.35002 -2.52645  0.22
H14 -2.60477 -0.17334 2.52893  0.13
H15 2.18866 0.57146 1.54532  0.13
H16 -0.19842 0.79545 -5.00346  0.21

For the energy, the calculation gives -20970.6594 eV. The charge is +2. The orbital gap comes out at 6.951 eV. Its spin multiplicity is 1.